(1)
{"formula": "C23H22N2O3", "method": "ωB97M-V/def2-TZVPD", "energy_ev": -33333.0589, "gap_ev": 9.345, "e_lumo_ev": 0.72, "smiles": "Cc1ccccc1NC(=O)c1cccc(N2C(=O)[C@@H]3[C@H]4CC[C@H](C4)[C@@H]3C2=O)c1", "charge": 0, "symbols": ["C", "C", "C", "C", "C", "C", "C", "N", "C", "O", "C", "C", "C", "C", "C", "N", "C", "O", "C", "C", "C", "C", "C", "C", "C", "C", "O", "C", "H", "H", "H", "H", "H", "H", "H", "H", "H", "H", "H", "H", "H", "H", "H", "H", "H", "H", "H", "H", "H", "H"], "xyz": [[-6.428, 0.999, 0.915], [-5.627, 0.218, -0.084], [-6.200, -0.813, -0.812], [-5.462, -1.540, -1.730], [-4.131, -1.228, -1.943], [-3.540, -0.197, -1.236], [-4.276, 0.517, -0.297], [-3.690, 1.567, 0.428], [-2.429, 1.659, 0.929], [-2.007, 2.708, 1.372], [-1.633, 0.396, 0.967], [-2.165, -0.779, 1.489], [-1.380, -1.914, 1.569], [-0.072, -1.898, 1.118], [0.461, -0.720, 0.610], [1.801, -0.685, 0.149], [2.868, -1.223, 0.855], [2.780, -1.786, 1.912], [4.130, -0.943, 0.069], [5.023, 0.088, 0.784], [6.310, 0.229, -0.037], [5.841, 0.981, -1.301], [4.341, 1.178, -1.053], [4.306, 1.399, 0.459], [3.666, -0.201, -1.187], [2.164, -0.098, -1.056], [1.396, 0.393, -1.838], [-0.309, 0.432, 0.551], [-5.908, 1.054, 1.871], [-7.397, 0.533, 1.073], [-6.596, 2.018, 0.563], [-7.241, -1.053, -0.652], [-5.928, -2.342, -2.281], [-3.550, -1.779, -2.667], [-2.509, 0.064, -1.418], [-4.251, 2.403, 0.548], [-3.186, -0.801, 1.841], [-1.791, -2.824, 1.979], [0.538, -2.786, 1.172], [4.660, -1.880, -0.112], [5.179, -0.140, 1.836], [6.753, -0.738, -0.269], [7.048, 0.811, 0.516], [6.032, 0.420, -2.214], [6.338, 1.947, -1.392], [3.876, 1.942, -1.673], [4.874, 2.274, 0.768], [3.301, 1.463, 0.873], [3.916, -0.680, -2.134], [0.102, 1.354, 0.171]], "forces_ev_per_angstrom": [[0.1, 0.0, 0.0], [0.2, 0.0, 0.1], [0.1, 0.0, -0.1], [0.0, -0.1, 0.0], [0.0, 0.0, 0.0], [-0.1, 0.1, -0.1], [-0.2, -0.4, -0.4], [-0.5, 0.4, 0.0], [0.1, 0.1, 0.2], [0.2, 0.1, 0.0], [0.3, -0.2, 0.2], [0.1, 0.1, 0.0], [0.0, 0.0, 0.0], [0.1, 0.1, -0.1], [-0.4, 0.0, 0.1], [-0.5, 0.0, 0.1], [0.4, 0.0, -0.1], [0.0, -0.1, 0.1], [0.2, -0.1, 0.2], [0.1, -0.1, 0.3], [0.1, -0.1, 0.1], [0.0, 0.1, -0.2], [-0.1, 0.2, -0.2], [0.0, 0.0, 0.0], [0.0, 0.2, -0.3], [0.3, -0.1, -0.3], [0.0, 0.1, -0.1], [-0.1, 0.0, 0.1], [0.0, 0.1, 0.1], [-0.1, 0.0, 0.0], [-0.1, 0.1, 0.1], [-0.1, 0.0, 0.0], [0.0, -0.1, -0.1], [0.1, 0.0, -0.1], [0.1, 0.0, -0.1], [0.2, -0.1, 0.1], [-0.1, 0.0, 0.0], [0.0, -0.1, 0.0], [0.1, -0.1, 0.0], [-0.1, 0.0, 0.0], [0.0, 0.0, 0.0], [0.1, 0.0, 0.0], [0.0, 0.0, 0.0], [0.0, 0.0, -0.1], [0.0, 0.0, 0.0], [0.0, 0.0, 0.0], [0.0, 0.1, 0.0], [-0.1, 0.1, 0.1], [-0.1, 0.0, 0.0], [0.0, 0.1, 0.0]]}

(2)
{"formula": "CH6NPS2", "method": "ωB97M-V/def2-TZVPD", "energy_ev": -33583.5401, "gap_ev": 7.721, "e_lumo_ev": -1.15, "charge": 0, "symbols": ["C", "N", "P", "S", "S", "H", "H", "H", "H", "H", "H"], "xyz": [[-0.247, -1.079, 1.137], [0.567, -0.453, -1.653], [0.474, 0.227, -0.055], [2.197, 0.931, 0.621], [-1.622, 1.907, 0.335], [0.072, -0.756, 2.138], [-1.319, -0.884, 1.169], [-0.116, -2.118, 1.080], [1.176, -0.046, -2.309], [-0.300, -0.613, -2.222], [-0.881, 2.885, -0.241]], "forces_ev_per_angstrom": [[-0.9, 2.7, 0.2], [-2.5, -0.1, 1.1], [-0.1, -0.3, 0.7], [-1.6, -0.4, -1.0], [2.3, -1.4, -0.8], [0.3, 0.1, -0.4], [-0.1, -0.1, -0.3], [0.8, -1.3, -0.9], [1.4, 1.0, -0.3], [0.6, 0.1, 1.4], [-0.2, -0.2, 0.2]]}

(3)
{"formula": "C8H13NOSi", "method": "ωB97M-V/def2-TZVPD", "energy_ev": -19914.5510, "gap_ev": [5.684, 5.661], "e_lumo_ev": [-1.90, -1.91], "charge": 0, "symbols": ["C", "C", "C", "C", "C", "C", "C", "C", "N", "O", "Si", "H", "H", "H", "H", "H", "H", "H", "H", "H", "H", "H", "H", "H"], "xyz": [[-3.533, -0.926, -0.516], [-4.862, -1.089, -0.555], [-4.600, 0.613, 0.800], [-3.328, 0.234, 0.356], [-2.147, 0.852, 0.589], [1.773, 1.654, -0.657], [1.152, -0.358, 1.714], [1.856, -1.400, -1.205], [-0.660, -0.248, -0.608], [-5.496, -0.178, 0.246], [0.930, -0.114, -0.158], [-2.734, -1.479, -1.025], [-5.551, -1.738, -1.123], [-4.822, 1.579, 1.308], [-1.748, 1.789, 0.996], [1.654, 1.427, -1.773], [1.365, 2.499, -0.268], [2.877, 1.748, -0.472], [1.587, 0.591, 2.097], [0.222, -0.164, 2.145], [1.651, -1.264, 2.011], [2.331, -2.066, -0.526], [1.177, -1.861, -1.892], [2.708, -1.003, -1.754]], "forces_ev_per_angstrom": [[0.2, -0.1, 0.0], [0.0, -1.0, -0.9], [0.9, 0.9, -0.8], [-0.9, -0.5, 0.0], [5.3, -1.7, -2.7], [1.7, -4.7, -1.8], [1.2, 1.7, -1.0], [0.1, 1.3, 0.2], [-5.2, 1.4, 1.0], [-0.9, 1.1, 0.9], [2.8, 2.2, 1.2], [-0.5, 0.5, 0.4], [0.7, 0.4, 0.6], [-0.5, -1.4, -0.2], [-0.9, -0.4, 0.2], [0.0, 1.3, 1.2], [-1.7, 2.5, 0.6], [-0.8, -0.5, -0.1], [1.0, -0.8, -0.2], [-2.1, -0.9, 0.7], [0.1, -0.1, 0.5], [0.0, -1.1, 0.6], [-0.3, -0.6, -0.3], [-0.2, 0.5, -0.2]]}

(4)
{"formula": "C13H17CrIN2", "method": "ωB97M-V/def2-TZVPD", "energy_ev": -53257.2594, "gap_ev": [5.463, 7.054], "spin_multiplicity": 5, "e_lumo_ev": [-0.66, -0.79], "charge": 0, "symbols": ["C", "C", "H", "H", "H", "H", "H", "H", "Cr", "C", "H", "H", "H", "I", "C", "C", "C", "C", "N", "C", "C", "C", "C", "C", "C", "N", "H", "H", "H", "H", "H", "H", "H", "H"], "xyz": [[1.368, 2.592, -0.466], [2.114, 2.267, -1.781], [0.320, 2.295, -0.538], [1.321, 3.661, -0.264], [1.900, 2.247, 0.486], [1.526, 1.690, -2.515], [2.263, 3.242, -2.269], [3.126, 1.871, -1.628], [1.174, 0.603, -0.198], [2.115, -0.505, -1.740], [1.581, -0.339, -2.691], [2.142, -1.591, -1.578], [3.155, -0.175, -1.895], [2.231, 0.718, 2.157], [0.868, -3.635, 1.090], [-0.504, -3.826, 1.256], [-1.346, -2.739, 1.048], [-0.823, -1.499, 0.640], [0.502, -1.364, 0.408], [1.334, -2.385, 0.689], [-1.623, -0.277, 0.513], [-2.997, -0.264, 0.798], [-3.737, 0.911, 0.731], [-3.048, 2.083, 0.414], [-1.672, 2.031, 0.204], [-0.958, 0.870, 0.174], [1.584, -4.434, 1.249], [-0.913, -4.791, 1.539], [-2.418, -2.823, 1.186], [2.397, -2.177, 0.585], [-3.473, -1.198, 1.074], [-4.804, 0.916, 0.923], [-3.543, 3.044, 0.336], [-1.162, 2.982, 0.060]], "forces_ev_per_angstrom": [[0.8, 2.7, -0.4], [0.4, 2.0, -1.0], [0.5, 0.5, -0.1], [0.1, 0.0, -0.2], [-0.5, 0.5, -1.1], [0.5, 0.1, 0.6], [0.1, -0.1, -0.1], [-0.6, -0.1, -0.1], [-0.7, -5.1, 0.4], [0.3, -0.1, -0.3], [0.2, -0.2, 0.1], [0.0, 0.2, -0.1], [-0.2, -0.2, -0.1], [0.8, -0.2, 2.0], [0.0, 0.3, -0.1], [0.1, 0.5, -0.2], [-0.1, 0.4, -0.1], [1.1, -1.0, 0.1], [-0.3, 0.0, 0.4], [-0.6, 0.0, -0.2], [-0.5, 1.2, -0.2], [0.1, -0.1, -0.1], [0.7, 0.0, -0.2], [0.4, -0.2, 0.1], [-0.7, -0.9, 0.0], [-1.6, 0.1, 1.0], [-0.1, 0.1, 0.1], [0.1, 0.1, 0.0], [0.2, -0.2, 0.1], [-0.3, 0.0, -0.1], [0.0, 0.3, 0.0], [0.1, 0.0, 0.0], [0.0, -0.1, 0.1], [0.1, -0.4, -0.1]]}

(5)
{"formula": "C4H10O2", "method": "ωB97M-V/def2-TZVPD", "energy_ev": -8399.9637, "gap_ev": 7.799, "e_lumo_ev": 0.50, "charge": 0, "symbols": ["O", "C", "C", "C", "C", "O", "H", "H", "H", "H", "H", "H", "H", "H", "H", "H"], "xyz": [[-1.819, 1.040, -1.325], [-1.777, 0.104, -0.286], [-0.624, -0.853, -0.399], [1.070, -0.459, 1.358], [1.594, 0.582, 0.571], [0.727, 0.480, -0.873], [-0.894, 1.318, -1.431], [-1.771, 0.577, 0.707], [-2.705, -0.485, -0.350], [-0.499, -1.264, -1.400], [-0.603, -1.627, 0.352], [1.611, -1.399, 1.423], [0.402, -0.226, 2.181], [2.609, 0.492, 0.175], [1.365, 1.608, 0.858], [1.315, 0.112, -1.559]], "forces_ev_per_angstrom": [[0.1, 0.2, -0.1], [0.1, -0.3, 0.3], [-0.4, -0.2, -0.1], [0.1, 0.0, 0.1], [0.1, 0.1, 0.0], [0.3, 0.0, -0.1], [-0.2, 0.1, -0.1], [0.0, 0.0, -0.2], [0.2, 0.0, 0.0], [0.0, 0.1, 0.1], [0.0, 0.1, -0.1], [-0.1, 0.1, 0.0], [0.1, 0.0, -0.1], [-0.2, 0.0, 0.1], [0.0, -0.2, -0.1], [-0.1, 0.1, 0.1]]}

(6)
{"formula": "C51H42F2N12O11Rb", "method": "ωB97M-V/def2-TZVPD", "energy_ev": -100062.1865, "gap_ev": 3.954, "e_lumo_ev": -0.31, "charge": -1, "symbols": ["Rb", "N", "C", "N", "C", "N", "N", "C", "C", "C", "C", "C", "C", "N", "C", "C", "C", "C", "C", "C", "H", "H", "H", "H", "H", "H", "H", "H", "H", "H", "H", "F", "C", "C", "C", "C", "O", "C", "C", "N", "C", "C", "C", "C", "C", "C", "N", "C", "C", "N", "C", "C", "C", "O", "O", "H", "H", "H", "H", "H", "H", "H", "H", "H", "H", "H", "H", "H", "H", "H", "H", "H", "H", "N", "C", "C", "C", "C", "C", "C", "C", "H", "H", "H", "H", "H", "F", "C", "C", "N", "C", "C", "O", "O", "C", "O", "N", "C", "O", "H", "H", "H", "H", "O", "C", "O", "C", "C", "C", "C", "C", "C", "N", "O", "O", "H", "H", "H", "H"], "xyz": [[-2.303, -0.189, -0.997], [-3.430, -0.787, -5.416], [-2.891, -0.991, -4.186], [-3.419, -1.671, -3.242], [-4.680, -2.196, -3.420], [-5.371, -2.653, -2.435], [-5.025, -2.697, -1.192], [-5.286, -1.800, -0.329], [-4.943, -1.939, 1.074], [-5.322, -0.948, 1.989], [-4.980, -1.096, 3.319], [-4.237, -2.206, 3.694], [-3.883, -3.119, 2.709], [-4.245, -3.014, 1.449], [-5.236, -2.222, -4.765], [-6.396, -2.913, -5.096], [-6.911, -2.844, -6.377], [-6.269, -2.079, -7.344], [-5.123, -1.376, -7.031], [-4.596, -1.437, -5.742], [-3.199, 0.115, -5.863], [-1.906, -0.573, -4.025], [-5.781, -0.865, -0.619], [-5.853, -0.065, 1.666], [-5.264, -0.339, 4.036], [-3.943, -2.356, 4.722], [-3.275, -3.985, 2.948], [-6.878, -3.496, -4.326], [-7.822, -3.371, -6.625], [-6.675, -2.029, -8.345], [-4.623, -0.773, -7.774], [3.680, -1.994, 2.560], [2.826, -0.997, 2.921], [1.571, -0.925, 2.376], [0.697, 0.087, 2.769], [-0.640, 0.147, 2.122], [-0.931, -0.625, 1.221], [-1.504, 1.160, 2.687], [-1.030, 2.013, 3.612], [0.257, 2.030, 4.094], [0.644, 3.151, 4.895], [1.752, 4.061, 4.447], [0.335, 4.520, 4.350], [1.117, 1.034, 3.725], [2.401, 0.927, 4.278], [3.266, -0.075, 3.878], [4.555, -0.185, 4.427], [5.727, -0.391, 3.628], [6.725, 0.734, 3.922], [7.027, 0.744, 5.383], [5.793, 0.969, 6.180], [4.793, -0.146, 5.831], [-2.980, 1.412, 2.208], [-3.756, 1.734, 3.107], [-3.149, 1.315, 0.993], [1.227, -1.643, 1.649], [-1.693, 2.756, 4.033], [0.505, 2.989, 5.964], [2.273, 3.822, 3.535], [2.380, 4.498, 5.208], [-0.107, 4.566, 3.367], [-0.029, 5.275, 5.030], [2.724, 1.654, 5.007], [5.472, -0.325, 2.570], [6.183, -1.378, 3.818], [6.274, 1.684, 3.615], [7.646, 0.597, 3.358], [7.728, 1.459, 5.595], [7.407, -0.179, 5.628], [5.381, 1.939, 5.901], [6.037, 0.957, 7.245], [3.850, 0.026, 6.349], [5.213, -1.111, 6.175], [-1.892, -3.005, -1.015], [-0.918, -3.575, -1.194], [0.267, -4.338, -1.329], [0.664, -5.129, -0.249], [1.832, -5.860, -0.330], [2.599, -5.811, -1.485], [2.194, -5.040, -2.563], [1.029, -4.299, -2.494], [0.051, -5.150, 0.640], [2.154, -6.464, 0.508], [3.519, -6.375, -1.539], [2.800, -5.002, -3.455], [0.724, -3.666, -3.310], [-0.593, 5.306, -7.302], [-0.425, 4.765, -6.071], [-1.494, 4.225, -5.437], [-1.401, 3.706, -4.191], [-2.574, 3.184, -3.543], [-3.239, 1.966, -4.315], [-2.936, 1.846, -5.513], [-4.003, 1.296, -3.628], [-0.179, 3.585, -3.559], [-0.031, 3.066, -2.476], [0.874, 4.170, -4.230], [0.883, 4.821, -5.462], [1.891, 5.356, -5.880], [-2.465, 4.197, -5.909], [-3.334, 3.965, -3.471], [-2.301, 2.844, -2.544], [1.769, 4.106, -3.756], [2.480, -1.670, -3.261], [1.684, -1.029, -2.566], [0.450, -0.968, -2.622], [2.334, -0.185, -1.424], [3.657, -0.424, -1.054], [4.247, 0.324, -0.062], [3.509, 1.328, 0.577], [2.166, 1.543, 0.240], [1.593, 0.790, -0.761], [4.114, 2.115, 1.556], [3.470, 3.005, 2.127], [5.306, 1.896, 1.873], [4.197, -1.200, -1.575], [5.277, 0.172, 0.228], [1.601, 2.293, 0.773], [0.566, 0.950, -1.063]], "forces_ev_per_angstrom": [[-0.1, 0.0, -0.8], [0.4, -0.1, -0.2], [-0.2, -0.1, -0.4], [0.3, -0.1, 0.3], [-0.2, -0.3, 1.1], [-1.2, 0.5, -2.1], [1.2, -0.5, 1.8], [-0.5, 0.5, -1.3], [0.2, 0.0, 0.9], [0.0, -0.2, -0.3], [0.1, -0.1, 0.1], [-0.1, 0.1, 0.0], [0.0, 0.0, 0.3], [0.1, -0.1, -0.4], [-0.1, 0.2, -0.6], [0.1, 0.0, -0.1], [-0.2, -0.1, 0.0], [0.0, 0.1, 0.0], [0.0, 0.0, 0.0], [-0.4, -0.4, 0.2], [0.0, -0.2, 0.2], [0.1, 0.2, -0.1], [0.0, -0.1, 0.0], [0.0, 0.1, -0.1], [0.1, 0.0, 0.0], [0.1, 0.0, 0.1], [0.0, -0.1, 0.1], [0.0, 0.0, 0.1], [0.0, -0.1, 0.0], [0.0, 0.0, 0.0], [0.1, 0.1, -0.1], [-0.1, 0.1, 0.1], [-0.1, -0.1, -0.1], [0.3, 0.0, 0.2], [0.2, 0.0, 0.1], [0.1, 0.3, 0.4], [0.3, -0.2, 0.3], [-0.8, 0.1, -0.3], [0.0, -0.2, -0.1], [-0.2, 0.3, -0.1], [-0.1, 0.1, 0.3], [0.1, 0.0, 0.0], [-0.1, 0.0, 0.1], [0.2, -0.5, -0.2], [0.0, 0.0, -0.1], [-0.3, -0.1, -0.2], [0.1, 0.0, 0.1], [0.1, 0.2, -0.1], [-0.3, -0.2, -1.0], [0.4, 0.0, 0.1], [-0.9, -0.2, 0.5], [0.1, 0.2, 0.0], [1.1, -0.1, 0.7], [-0.6, 0.3, 0.6], [-0.3, 0.0, -0.8], [0.0, -0.1, -0.2], [0.0, 0.0, 0.0], [0.1, 0.1, -0.1], [-0.1, -0.1, 0.0], [0.0, 0.0, 0.2], [0.0, -0.1, -0.1], [0.0, 0.0, 0.1], [0.1, 0.1, 0.0], [0.1, -0.1, 0.2], [0.0, 0.0, 0.0], [0.1, -0.1, 0.4], [0.2, 0.0, 0.2], [-0.1, -0.2, 0.0], [0.1, 0.3, 0.1], [0.1, 0.0, 0.0], [0.1, 0.0, -0.1], [0.1, 0.0, 0.1], [0.0, 0.0, 0.1], [-0.3, 0.1, 0.2], [-0.2, 0.0, 0.0], [0.7, -0.4, -0.1], [0.0, 0.1, 0.0], [0.1, -0.1, 0.1], [0.0, 0.0, 0.0], [0.1, -0.1, 0.0], [-0.1, 0.1, 0.1], [0.0, 0.0, 0.1], [0.0, 0.0, 0.0], [0.1, -0.1, 0.0], [0.0, 0.1, -0.1], [0.0, 0.2, -0.1], [0.2, -0.1, 0.2], [-0.8, -0.1, -0.1], [0.7, 0.6, -0.8], [0.5, -0.1, 0.3], [-0.8, -0.9, 0.0], [0.4, 1.2, 0.9], [0.4, 0.0, -1.1], [-0.5, -0.2, 0.6], [-0.2, 0.3, -0.1], [0.1, -0.2, 0.4], [0.4, -0.1, 0.0], [-0.1, 0.0, 0.1], [0.0, 0.0, -0.2], [0.0, 0.0, 0.1], [0.1, 0.0, 0.1], [-0.1, 0.2, -0.2], [-0.2, 0.0, -0.1], [0.5, -0.2, -0.2], [0.3, 0.2, 0.4], [-0.8, 0.1, 0.1], [-0.2, -0.2, -0.2], [-0.1, 0.0, 0.0], [0.2, 0.2, 0.2], [-0.8, -0.9, -1.2], [0.3, 0.3, 0.2], [0.0, -0.1, -0.1], [0.7, 1.3, 1.8], [0.7, -0.8, -0.8], [-0.9, 0.2, -0.5], [0.0, 0.0, -0.1], [0.0, 0.0, -0.1], [0.0, 0.1, -0.1], [0.1, 0.0, 0.0]]}